<P>
9
Properties=species:S:1:pos:R:3 method="wB97M-V/def2-TZVPD" homo_lumo_gap_ev="6.8 / 6.8" e_homo_ev="-7.7957 / -7.7958" lumo_ev="-0.948 / -0.948"
C -0.129 -0.718 0.698
C -0.942 -0.197 -0.339
C 1.123 -0.146 0.787
C -0.606 0.837 -1.066
O 1.527 0.761 0.035
I -0.330 2.049 -2.615
H -0.505 -1.453 1.384
H -1.928 -0.627 -0.460
H 1.790 -0.507 1.577

***

<Q>
9
Properties=species:S:1:pos:R:3 method="wB97M-V/def2-TZVPD" homo_lumo_gap_ev="6.7 / 7.2" e_homo_ev="-8.7250 / -8.5785" lumo_ev="-2.026 / -1.347"
C 0.692 -0.126 0.016
C -0.353 -1.067 0.162
C 0.757 1.327 -0.126
C -1.640 -1.122 0.478
O -0.022 2.250 -0.061
I -3.305 -0.302 -0.282
H 1.745 -0.459 0.056
H 0.163 -1.993 0.240
H 1.963 1.491 -0.483

***

<R>
9
Properties=species:S:1:pos:R:3 method="wB97M-V/def2-TZVPD" homo_lumo_gap_ev=9.6 e_homo_ev=-9.7527 smiles="CC(=O)C#CI" lumo_ev=-0.136
C 0.082 -0.065 0.218
C 0.216 0.766 1.451
O 1.273 1.225 1.893
C -1.053 0.908 2.078
C -2.133 1.133 2.685
I -4.034 1.209 3.307
H -0.959 -0.003 -0.214
H 0.413 -1.055 0.535
H 0.853 0.265 -0.619

***

The data favor <R>; the next most stable structure lies 0.0499 hartree above it.

***

<P>
27
Properties=species:S:1:pos:R:3 method="wB97M-V/def2-TZVPD" homo_lumo_gap_ev="7.1 / 8.6" e_homo_ev="-7.6603 / -7.9439" lumo_ev="-0.582 / 0.657"
C -1.183 2.444 -0.461
C -1.112 1.263 0.038
C -0.937 -1.116 -0.203
C -3.259 -0.086 -0.319
C -1.884 -0.276 1.899
C 3.641 1.054 -0.667
C 3.120 -1.186 -0.237
C -1.844 -0.007 0.337
N 2.926 0.156 0.228
S 1.945 0.625 1.502
H -0.324 3.010 -0.228
H -2.072 2.582 -1.049
H -1.191 -2.031 0.098
H 0.007 -1.048 0.205
H -0.709 -0.943 -1.314
H -3.062 -0.238 -1.304
H -3.881 -1.032 -0.043
H -3.802 0.746 -0.022
H -2.221 -1.367 1.923
H -2.583 0.433 2.312
H -0.892 0.039 2.384
H 3.724 0.713 -1.786
H 3.032 1.914 -0.610
H 4.656 1.156 -0.337
H 4.258 -1.498 -0.217
H 2.781 -1.811 0.560
H 2.750 -1.471 -1.170

***

<Q>
27
Properties=species:S:1:pos:R:3 method="wB97M-V/def2-TZVPD" homo_lumo_gap_ev=9.2 e_homo_ev=-8.2867 smiles="CCC(=C(C)C)N(C)SC" lumo_ev=0.904
C 2.559 -0.363 -1.335
C 1.209 -0.874 -1.053
C 0.218 -0.059 -0.242
C -0.297 1.046 -0.711
C -1.425 1.769 0.035
C 0.035 1.578 -2.061
N -0.146 -0.554 1.129
C 0.940 -1.092 1.938
S -1.353 -1.781 1.054
C -2.780 -1.056 1.913
H 2.749 0.613 -0.751
H 3.370 -0.993 -1.201
H 2.665 -0.094 -2.407
H 1.469 -1.683 -0.375
H 0.747 -1.335 -1.912
H -1.223 2.797 0.186
H -2.300 1.550 -0.576
H -1.256 1.316 1.041
H -0.874 1.892 -2.775
H 0.742 0.939 -2.504
H 0.451 2.574 -1.980
H 1.397 -2.008 1.486
H 1.738 -0.251 1.895
H 0.547 -1.308 2.915
H -3.329 -1.805 2.345
H -3.545 -0.448 1.247
H -2.308 -0.371 2.699

***

The data favor <Q>; the next most stable structure lies 0.1185 hartree above it.

***

<P>
7
Properties=species:S:1:pos:R:3 method="wB97M-V/def2-TZVPD" homo_lumo_gap_ev="7.0 / 7.0" e_homo_ev="-9.5790 / -9.5828" lumo_ev="-2.613 / -2.630"
C -0.201 0.528 0.186
C -0.155 0.560 -1.153
F -1.088 1.090 -1.922
F 0.688 -0.038 -1.874
S 0.711 -2.888 2.873
Cl 1.100 -0.168 1.003
H -1.055 0.917 0.887

***

<Q>
7
Properties=species:S:1:pos:R:3 method="wB97M-V/def2-TZVPD" homo_lumo_gap_ev=7.5 e_homo_ev=-8.7559 smiles="FC(F)=C=S.Cl" lumo_ev=-1.271
F 0.868 0.869 1.374
C -0.177 0.473 0.644
F -0.483 -0.812 0.868
C -0.926 1.270 -0.075
S -1.812 2.182 -0.968
Cl 1.807 -1.720 -0.717
H 0.723 -2.262 -1.125

***

The data favor <Q>; the next most stable structure lies 0.0710 hartree above it.

***

<P>
12
Properties=species:S:1:pos:R:3 method="wB97M-V/def2-TZVPD" homo_lumo_gap_ev=8.9 e_homo_ev=-8.5933 smiles="F[C@H]1CNNC1=S" lumo_ev=0.291
F 0.390 1.988 -0.793
C 0.275 1.040 0.202
C -1.080 0.299 0.304
N -0.906 -0.877 -0.549
N 0.481 -1.172 -0.402
C 1.225 -0.092 -0.081
S 2.871 -0.008 -0.075
H 0.500 1.491 1.179
H -1.152 -0.011 1.325
H -2.028 0.839 0.059
H -1.413 -1.640 -0.101
H 0.835 -1.855 -1.068

***

<Q>
12
Properties=species:S:1:pos:R:3 method="wB97M-V/def2-TZVPD" homo_lumo_gap_ev=8.9 e_homo_ev=-9.1179 smiles="[H]/N=C(/CF)NC=S" lumo_ev=-0.169
H 0.759 -2.300 0.612
N 1.351 -1.515 0.249
C 0.635 -0.463 0.034
C 1.148 0.696 -0.696
F 2.543 0.600 -1.008
N -0.717 -0.404 0.600
C -1.776 0.410 0.373
S -1.958 1.749 -0.611
H 0.624 0.780 -1.648
H 0.972 1.616 -0.132
H -0.997 -1.176 1.256
H -2.584 0.007 0.971

***

The data favor <Q>; the next most stable structure lies 0.0083 hartree above it.

***

<P>
9
Properties=species:S:1:pos:R:3 method="wB97M-V/def2-TZVPD" homo_lumo_gap_ev=5.9 e_homo_ev=0.8811 charge=-2 lumo_ev=6.830
C -2.914 0.638 -0.076
N -1.860 -0.630 -0.629
N 0.603 -0.588 0.883
O -3.180 1.283 -1.059
O -3.295 0.625 1.080
O -0.626 -2.782 -0.758
S -1.158 -1.690 0.209
H -0.050 0.236 1.073
H 1.166 -0.384 0.060

***

<Q>
9
Properties=species:S:1:pos:R:3 method="wB97M-V/def2-TZVPD" homo_lumo_gap_ev=5.9 e_homo_ev=0.9628 charge=-2 lumo_ev=6.848
C -0.250 0.297 1.299
N -0.611 1.174 -0.700
N -1.057 -0.661 1.298
O 1.695 -0.631 -1.298
O 0.521 0.828 2.020
O -0.280 0.566 -3.009
S -0.305 0.021 -1.555
H -1.132 -1.142 2.314
H 1.420 -0.451 -0.368

***

<R>
9
Properties=species:S:1:pos:R:3 method="wB97M-V/def2-TZVPD" homo_lumo_gap_ev=6.9 e_homo_ev=-0.0962 charge=-2 smiles="N=[S@H]([O-])=NC(=O)[O-]" lumo_ev=6.773
N -0.439 -0.839 -0.572
S -0.508 0.569 0.159
O -2.295 1.130 0.049
N 0.648 1.569 -0.135
C 1.628 1.700 0.946
O 1.795 0.701 1.740
O 2.138 2.813 1.037
H -1.094 -1.488 -0.104
H -0.422 0.325 1.420

***

The data favor <P>; the next most stable structure lies 0.0599 hartree above it.

***

<P>
7
Properties=species:S:1:pos:R:3 method="wB97M-V/def2-TZVPD" homo_lumo_gap_ev=8.6 e_homo_ev=-9.3763 smiles=[SiH3]C#CBr lumo_ev=-0.737
Si 0.937 0.500 -0.348
C -0.639 0.348 0.573
C -1.678 -0.723 0.331
Br -2.799 -2.052 0.971
H 0.501 1.465 -1.407
H 1.867 -0.511 -0.842
H 1.811 0.973 0.722

***

<Q>
7
Properties=species:S:1:pos:R:3 method="wB97M-V/def2-TZVPD" homo_lumo_gap_ev=9.5 e_homo_ev=-9.1922 smiles="BrC1=C[SiH2]1" lumo_ev=0.265
Br -1.132 -2.292 -2.644
C -0.594 -1.102 -1.283
C 0.290 -1.310 -0.089
Si -0.230 0.450 -0.226
H 1.143 -1.957 0.296
H -1.494 0.915 0.434
H 0.755 1.363 -0.885

***

The data favor <Q>; the next most stable structure lies 0.0791 hartree above it.

***

<P>
72
Properties=species:S:1:pos:R:3 method="wB97M-V/def2-TZVPD" homo_lumo_gap_ev="7.5 / 7.7" e_homo_ev="-11.7908 / -11.9839" spin_multiplicity=2 s2=0.755 charge=+1 lumo_ev="-4.258 / -4.268"
W -0.985 -0.265 -0.820
Cl 4.392 -2.877 4.611
C 3.823 -2.062 3.209
C 4.709 -1.469 2.330
C 4.212 -0.859 1.191
C 2.859 -0.832 0.911
O 2.410 -0.267 -0.270
C 1.928 -1.324 1.840
C 0.479 -1.161 1.993
N -0.445 -0.441 1.462
C -1.672 -0.393 2.219
C -1.908 -0.958 3.449
C -3.152 -0.825 4.086
C -4.159 -0.106 3.516
C -3.952 0.498 2.262
C -4.933 1.282 1.622
C -4.665 1.833 0.403
C -3.450 1.544 -0.223
N -2.493 0.830 0.353
C -2.714 0.337 1.612
C 2.469 -1.964 2.969
H 5.772 -1.482 2.524
H 4.912 -0.386 0.526
H 0.192 -1.685 2.890
H -1.162 -1.531 3.979
H -3.295 -1.302 5.046
H -5.115 0.012 4.009
H -5.891 1.431 2.104
H -5.391 2.434 -0.124
H -3.268 1.870 -1.234
H 1.796 -2.396 3.698
C -0.638 3.473 -0.433
P 0.376 1.986 -0.183
C 0.804 2.188 1.575
C 2.008 2.432 -0.973
C 2.710 1.653 -2.092
P 3.068 -0.074 -1.715
C 2.515 -1.355 -2.841
C 4.857 -0.227 -1.752
H -0.036 4.358 -0.225
H -1.468 3.451 0.273
H -1.012 3.520 -1.451
H 1.189 3.196 1.742
H 1.558 1.467 1.886
H -0.089 2.052 2.186
H 2.695 2.546 -0.130
H 1.847 3.432 -1.378
H 3.679 2.133 -2.256
H 2.166 1.711 -3.029
H 3.382 -1.914 -3.190
H 1.975 -0.926 -3.684
H 1.823 -2.007 -2.310
H 5.104 -0.121 -2.814
H 5.187 -1.214 -1.430
H 5.374 0.564 -1.209
F -1.707 -1.359 -2.465
P -3.604 -1.621 -2.970
F -3.840 -0.679 -1.661
F -5.117 -1.788 -3.304
F -3.418 -0.301 -3.822
F -3.530 -2.872 -2.011
F -3.015 -2.476 -4.154
O -0.319 -3.337 1.144
S -0.733 -2.944 -0.174
O -1.883 -1.883 -0.040
O 0.272 -1.862 -0.716
O -0.994 -3.939 -1.138
O 0.102 2.405 -3.208
S -0.496 1.098 -3.215
O -0.803 0.512 -4.461
O 0.368 0.136 -2.330
O -1.662 1.100 -2.186

***

<Q>
72
Properties=species:S:1:pos:R:3 method="wB97M-V/def2-TZVPD" homo_lumo_gap_ev="6.7 / 7.1" e_homo_ev="-11.3936 / -11.7664" spin_multiplicity=2 s2=0.754 charge=+1 lumo_ev="-4.653 / -4.619"
W -0.810 1.093 0.388
Cl 2.167 -3.576 -5.552
C 2.102 -2.423 -4.278
C 3.271 -2.015 -3.653
C 3.205 -1.019 -2.692
C 1.994 -0.459 -2.335
O 1.919 0.620 -1.470
C 0.782 -1.046 -2.770
C -0.526 -1.008 -2.150
N -0.836 -0.852 -0.886
C -2.039 -1.503 -0.480
C -2.855 -2.310 -1.254
C -3.963 -2.968 -0.710
C -4.264 -2.865 0.619
C -3.455 -2.072 1.452
C -3.687 -1.931 2.834
C -2.840 -1.155 3.583
C -1.786 -0.497 2.961
N -1.540 -0.574 1.654
C -2.358 -1.371 0.900
C 0.882 -1.956 -3.838
H 4.219 -2.458 -3.922
H 4.114 -0.708 -2.199
H -1.306 -1.369 -2.805
H -2.670 -2.450 -2.307
H -4.579 -3.580 -1.355
H -5.109 -3.388 1.045
H -4.531 -2.440 3.281
H -2.983 -1.032 4.646
H -1.131 0.152 3.523
H -0.025 -2.352 -4.274
C 1.595 -0.658 3.007
P 1.495 -0.237 1.222
C 1.648 -1.966 0.605
C 3.288 0.328 0.892
C 3.708 1.643 0.183
P 2.891 1.920 -1.431
C 2.195 3.537 -1.876
C 4.112 1.792 -2.769
H 2.544 -1.154 3.208
H 0.789 -1.352 3.248
H 1.517 0.237 3.617
H 2.429 -2.491 1.155
H 1.869 -2.008 -0.458
H 0.700 -2.480 0.767
H 3.731 -0.503 0.340
H 3.742 0.376 1.881
H 4.785 1.600 -0.001
H 3.510 2.485 0.839
H 2.774 3.950 -2.699
H 2.216 4.206 -1.017
H 1.155 3.418 -2.166
H 4.819 2.612 -2.634
H 3.591 1.942 -3.716
H 4.664 0.864 -2.824
F -1.480 3.084 0.479
P -2.961 3.430 1.499
F -2.842 1.750 1.826
F -4.218 3.572 2.426
F -1.988 3.632 2.728
F -3.853 3.053 0.261
F -2.839 4.923 1.068
O -2.363 0.796 -2.881
S -2.093 1.704 -1.810
O -2.516 1.041 -0.474
O -0.582 1.647 -1.457
O -2.457 3.060 -1.969
O 1.916 2.264 2.593
S 0.742 2.731 1.904
O 0.474 4.113 2.001
O 0.861 2.315 0.409
O -0.376 1.716 2.189

***

The data favor <P>; the next most stable structure lies 0.0763 hartree above it.

***

<P>
27
Properties=species:S:1:pos:R:3 method="wB97M-V/def2-TZVPD" homo_lumo_gap_ev=9.7 e_homo_ev=-8.9335 lumo_ev=0.799
C 2.958 -0.409 -0.346
C 1.800 -0.457 -1.341
C 2.809 0.822 0.677
C 0.388 -0.482 -0.636
C 1.338 0.654 1.227
C -4.768 -1.165 0.305
C -0.583 1.654 0.027
N 0.300 0.682 0.185
O -1.410 1.724 -0.858
O -2.579 -0.108 1.068
O -4.133 1.123 -0.532
S -3.233 -0.241 -0.173
H 2.893 -1.439 0.087
H 3.971 -0.363 -0.784
H 1.961 0.366 -1.897
H 2.028 -1.271 -1.892
H 3.329 0.838 1.614
H 2.911 1.710 0.234
H -0.274 -0.400 -1.485
H 0.379 -1.357 -0.127
H 1.209 -0.259 1.784
H 1.315 1.446 2.087
H -5.056 -0.767 1.154
H -5.435 -1.269 -0.538
H -4.514 -2.138 0.460
H -0.424 2.253 0.926
H -3.661 1.566 -1.190

***

<Q>
27
Properties=species:S:1:pos:R:3 method="wB97M-V/def2-TZVPD" homo_lumo_gap_ev=9.7 e_homo_ev=-9.1415 smiles=CCS[C@@H]1[C@H](N)[C@H](O)[C@H](O)[C@H]1O lumo_ev=0.562
C -3.393 0.609 0.846
C -3.112 -0.702 0.090
S -1.594 -0.612 -0.897
C -0.296 -0.338 0.303
C 0.069 1.193 0.536
N -0.252 2.219 -0.421
C 1.638 1.073 0.482
O 2.108 1.451 -0.779
C 1.968 -0.393 0.596
O 3.268 -0.559 0.236
C 0.916 -1.029 -0.230
O 0.947 -2.402 0.088
H -3.137 1.506 0.188
H -2.789 0.644 1.873
H -4.521 0.750 1.126
H -3.953 -0.970 -0.583
H -3.057 -1.485 0.884
H -0.512 -0.919 1.196
H -0.352 1.360 1.495
H -0.820 3.009 -0.080
H -0.871 1.786 -1.165
H 2.110 1.647 1.309
H 1.689 2.393 -1.060
H 1.702 -0.814 1.560
H 3.401 -1.507 0.164
H 1.101 -0.903 -1.321
H -0.055 -2.641 -0.378

***

The data favor <Q>; the next most stable structure lies 0.0176 hartree above it.

***

<P>
69
Properties=species:S:1:pos:R:3 method="wB97M-V/def2-TZVPD" homo_lumo_gap_ev=10.4 e_homo_ev=-9.8533 smiles=CCO.CCO.CCO.CCO.CCO.CO.CO.CO.CO lumo_ev=0.513
C 15.402 8.534 12.053
C 14.581 7.507 12.791
O 13.931 8.192 13.935
H 14.892 9.307 11.537
H 15.826 7.983 11.171
H 16.243 8.791 12.638
H 15.156 6.652 13.086
H 13.822 7.131 12.090
H 13.929 7.676 14.726
C 9.147 11.251 8.153
C 8.552 10.182 9.020
O 8.806 10.643 10.326
H 8.721 12.209 8.483
H 8.840 10.931 7.148
H 10.226 11.254 8.124
H 9.036 9.230 8.785
H 7.458 10.053 8.766
H 8.564 9.983 10.950
C 7.354 11.207 14.030
C 5.815 11.271 14.143
O 5.362 10.374 13.103
H 7.590 10.154 13.973
H 7.925 11.627 14.888
H 7.709 11.746 13.141
H 5.456 12.293 14.019
H 5.547 10.809 15.114
H 4.515 10.025 13.328
C 6.013 5.824 14.592
C 5.330 6.447 13.398
O 3.960 6.234 13.518
H 5.622 4.830 14.783
H 5.672 6.384 15.442
H 7.076 5.732 14.553
H 5.738 5.979 12.486
H 5.604 7.534 13.352
H 3.833 5.781 14.361
C 11.302 10.851 12.824
C 12.184 11.517 11.721
O 11.718 11.052 10.455
H 11.553 9.756 12.899
H 10.226 11.080 12.601
H 11.504 11.351 13.771
H 13.231 11.239 11.791
H 12.095 12.632 11.820
H 10.758 11.109 10.504
C 11.042 9.484 16.105
O 12.423 9.279 15.931
H 10.479 8.788 15.539
H 10.812 9.316 17.139
H 10.725 10.484 15.949
H 12.630 9.266 14.999
C 9.767 7.531 12.179
O 8.836 7.944 13.133
H 10.046 8.367 11.495
H 10.670 7.338 12.799
H 9.413 6.671 11.638
H 7.997 8.086 12.683
C 6.257 7.800 10.287
O 6.951 8.563 11.214
H 5.234 8.157 10.110
H 6.751 7.859 9.319
H 6.139 6.769 10.654
H 6.393 9.291 11.487
C 13.007 7.768 8.448
O 11.797 8.251 7.913
H 13.055 7.663 9.531
H 13.364 6.910 7.898
H 13.648 8.667 8.340
H 11.648 9.101 8.418

***

<Q>
69
Properties=species:S:1:pos:R:3 method="wB97M-V/def2-TZVPD" homo_lumo_gap_ev=10.1 e_homo_ev=-9.6233 smiles=CCO.CCO.CCO.CCO.CCO.CO.CO.CO.CO lumo_ev=0.431
C 1.515 1.212 3.949
C 2.432 0.748 2.873
O 2.623 -0.661 3.091
H 1.558 2.275 4.188
H 1.683 0.686 4.888
H 0.474 0.977 3.723
H 3.350 1.336 2.896
H 2.003 0.804 1.873
H 1.822 -1.097 3.390
C -0.414 -0.215 -0.296
C -1.876 -0.135 -0.572
O -2.079 1.027 -1.304
H 0.136 -0.215 -1.238
H -0.330 -1.165 0.230
H 0.076 0.570 0.279
H -2.405 -0.108 0.380
H -2.141 -1.030 -1.134
H -2.128 1.767 -0.695
C -1.641 4.129 -4.719
C -0.905 3.112 -3.816
O -0.323 3.817 -2.742
H -2.532 4.318 -4.120
H -1.833 3.620 -5.663
H -1.095 5.051 -4.920
H -0.203 2.539 -4.422
H -1.601 2.397 -3.378
H 0.618 3.628 -2.759
C 2.223 -3.708 2.643
C 0.732 -3.471 2.488
O 0.459 -2.424 3.398
H 2.515 -4.664 2.209
H 2.430 -3.806 3.708
H 2.804 -2.861 2.277
H 0.063 -4.329 2.549
H 0.500 -2.972 1.548
H -0.449 -2.151 3.246
C 3.527 -2.120 -0.261
C 2.764 -2.731 -1.444
O 3.785 -3.148 -2.345
H 4.212 -2.781 0.271
H 2.866 -1.662 0.476
H 4.103 -1.263 -0.609
H 2.184 -2.029 -2.043
H 2.228 -3.624 -1.122
H 4.372 -3.774 -1.914
C -4.159 -2.796 2.442
O -3.045 -2.761 3.253
H -3.921 -2.459 1.433
H -4.444 -3.830 2.247
H -5.017 -2.379 2.969
H -3.059 -3.546 3.806
C -3.893 0.420 -4.154
O -2.897 -0.297 -3.465
H -4.754 0.393 -3.487
H -3.560 1.440 -4.348
H -4.107 0.000 -5.137
H -2.283 0.272 -2.995
C 3.018 1.496 -2.067
O 2.936 2.813 -2.561
H 1.958 1.258 -1.977
H 3.486 0.810 -2.773
H 3.390 1.403 -1.047
H 3.755 3.220 -2.271
C -2.046 3.452 2.408
O -1.647 2.103 2.222
H -1.327 3.962 1.766
H -3.089 3.581 2.117
H -1.991 3.754 3.454
H -1.403 1.825 3.108

***

The data favor <P>; the next most stable structure lies 0.0278 hartree above it.